# C31H27AsBF2IrN8O4

A molecular structure, C31H27AsBF2IrN8O4 (wB97M-V/def2-TZVPD, the OMol25 dataset).

Positions of all 75 atoms, in Å:
1 Ir -0.28627 0.04428 1.04183
2 As 1.25581 0.61063 -0.82797
3 F -3.65653 2.77910 -1.97250
4 F -1.97927 4.19366 -1.23869
5 O -2.20561 1.95560 -0.34723
6 O -4.71960 -5.98274 0.84494
7 O -2.39817 3.64110 1.62660
8 O -3.85387 -5.57756 -1.16557
9 N -1.75840 -0.92244 -0.13532
10 N 0.63827 1.84910 3.14310
11 N -2.33200 2.42474 1.31913
12 N -4.08625 -5.24557 0.06098
13 N -1.06769 1.84849 1.70430
14 N -0.90048 3.48204 3.50249
15 N 1.13913 0.73320 2.45381
16 N -1.58155 -0.92915 2.41691
17 C -2.36336 -1.94494 0.43341
18 C 3.40170 -2.46266 1.05439
19 C 3.84462 3.96693 -1.58334
20 C -3.58981 -3.95862 1.91648
21 C 0.30840 0.79344 -4.97912
22 C -3.07927 -2.96831 -0.31528
23 C 2.07619 2.46211 -0.90140
24 C -3.38443 -2.70902 -1.65039
25 C 4.69652 -2.45489 0.56704
26 C -2.96762 -2.80444 4.04585
27 C -3.56694 -4.02800 0.56723
28 C 3.24039 2.72022 -1.65746
29 C 0.69711 -0.44520 -5.45620
30 C 2.42669 -1.60094 0.50393
31 C -2.95457 -1.46997 -2.13736
32 C -2.32938 -1.92305 1.85784
33 C -3.00562 -2.89659 2.63553
34 C 0.83520 0.10445 -2.71355
35 C 1.52493 3.46570 -0.12712
36 C -2.07323 -0.68387 -1.41528
37 C -2.16222 -1.81572 4.58768
38 C 3.39164 4.91565 -0.66289
39 C -0.46278 2.43375 2.76428
40 C 0.98561 -1.44138 -4.51935
41 C -1.44556 -0.94315 3.77900
42 C 4.06262 -0.61585 -0.90830
43 C 0.97448 -1.20544 -3.16476
44 C 2.23561 4.66779 0.05888
45 C 5.00309 -1.52537 -0.40460
46 C 2.78405 -0.59759 -0.37929
47 C 0.41403 1.07825 -3.61537
48 B -2.62467 3.00454 -1.14124
49 H -0.07402 1.55895 -5.68236
50 H 3.08344 -3.16186 1.84598
51 H 1.35254 -0.03261 3.12960
52 H 1.99187 1.02073 1.95587
53 H 1.31736 -2.41993 -4.90759
54 H 3.95483 5.84246 -0.53874
55 H 3.62680 1.91151 -2.30251
56 H -1.79814 3.85994 3.18127
57 H -3.49106 -3.48326 4.72099
58 H -1.57367 0.19948 -1.80389
59 H 5.40855 -3.24434 0.84401
60 H 4.66857 4.18859 -2.26219
61 H -0.82817 3.27713 4.50990
62 H 0.56189 3.33872 0.34534
63 H 1.24660 2.35393 3.77106
64 H -0.88000 -0.12842 4.29612
65 H -4.02146 -4.79116 2.48061
66 H 0.12497 2.07991 -3.28668
67 H 6.00617 -1.43230 -0.85559
68 H 4.33246 0.10908 -1.67219
69 H 1.40098 -1.62908 0.89698
70 H 1.16331 -2.07063 -2.49830
71 H 1.78393 5.41576 0.69651
72 H -3.37228 -1.05957 -3.05955
73 H 0.72176 -0.70296 -6.51574
74 H -1.96839 -1.62605 5.61549
75 H -3.83972 -3.39634 -2.37043

As for the LUMO energy (spin up / spin down): -9.670 / -12.179 eV. The total energy is -4499.9493 Ha. As for the expectation value of S²: 8.8259. Its HOMO energy (spin up / spin down) is -14.4 / -16.8 eV. Its total charge is +3. As for the spin multiplicity: 6.